Record 1
DFT (wB97M-V/def2-TZVPD) results for a molecular structure, C50H71BaN2O8SeSi at a distorted geometry.

## Properties
**LUMO energy**: 2.2 eV
**M**: 1072.5 Da
**DFT total energy**: -5375.97711 Ha
**HOMO energy**: -4.69 eV
**Multiplicity**: 1
**Max |F|**: 3.53 eV/A
**Charge**: -1

Last column: Löwdin charge in e.
Element x y z (Å)
1 Ba 0.265 1.417 -0.321  1.937
2 C 1.742 -6.942 2.419  -0.054
3 C 1.215 -6.255 1.121  -0.536
4 C -0.072 -6.968 0.695  -0.063
5 C 2.234 -6.563 -0.035  -0.059
6 C 1.014 -4.785 1.397  -0.184
7 C 0.585 -3.994 0.337  -0.112
8 C 0.378 -2.650 0.499  -0.411
9 Se -0.359 -1.713 -1.024  1.048
10 C -2.140 -1.357 -0.359  -0.419
11 C -2.826 -2.407 0.195  -0.064
12 C -4.213 -2.263 0.440  -0.175
13 C -4.791 -1.011 0.100  0.017
14 C -4.156 0.078 -0.516  -0.121
15 C -2.737 -0.105 -0.731  -0.420
16 O -2.031 0.797 -1.385  -0.422
17 C -4.834 1.336 -0.866  -0.525
18 C -4.031 2.541 -0.289  -0.037
19 C -6.340 1.267 -0.450  -0.044
20 C -4.736 1.526 -2.363  -0.052
21 C -5.028 -3.501 0.738  -0.562
22 C -4.259 -4.793 0.979  -0.077
23 C -5.993 -3.793 -0.461  -0.057
24 C -5.960 -3.266 1.971  -0.049
25 C 0.538 -1.942 1.727  -0.350
26 O 0.375 -0.639 1.764  -0.304
27 C 0.831 -2.751 2.864  -0.096
28 C 1.054 -4.117 2.639  0.019
29 C 0.859 -2.144 4.289  -0.456
30 C 2.322 -1.532 4.496  -0.032
31 C -0.232 -1.025 4.483  -0.039
32 C 0.669 -3.207 5.448  -0.071
33 H 1.725 -7.943 2.285  0.029
34 H 1.114 -6.677 3.297  0.092
35 H 2.803 -6.729 2.528  0.089
36 H 0.135 -7.998 0.458  0.069
37 H -0.543 -6.538 -0.181  0.072
38 H -0.818 -6.965 1.506  0.092
39 H 2.433 -7.642 -0.126  0.073
40 H 3.244 -6.065 0.068  0.096
41 H 1.785 -6.222 -1.013  0.084
42 H 0.415 -4.435 -0.663  0.102
43 H -2.432 -3.373 0.333  0.076
44 H -5.881 -0.972 0.247  0.091
45 H -3.766 2.519 0.789  0.090
46 H -4.602 3.442 -0.461  0.078
47 H -3.066 2.559 -0.801  0.055
48 H -6.292 1.274 0.630  0.077
49 H -6.883 0.380 -0.739  0.067
50 H -6.810 2.227 -0.729  0.087
51 H -3.691 1.465 -2.726  0.072
52 H -5.219 2.452 -2.634  0.078
53 H -5.262 0.772 -2.952  0.088
54 H -3.571 -4.917 0.162  0.067
55 H -4.885 -5.702 0.974  0.091
56 H -3.672 -4.728 1.871  0.084
57 H -5.337 -4.106 -1.286  0.081
58 H -6.644 -2.936 -0.735  0.080
59 H -6.600 -4.712 -0.210  0.088
60 H -5.282 -2.851 2.718  0.082
61 H -6.284 -4.296 2.254  0.085
62 H -6.764 -2.596 1.704  0.066
63 H 1.313 -4.687 3.514  0.080
64 H 2.427 -0.711 3.745  0.077
65 H 3.075 -2.344 4.377  0.087
66 H 2.350 -1.072 5.506  0.078
67 H 0.047 0.010 4.249  0.071
68 H -0.481 -0.958 5.511  0.048
69 H -1.170 -1.335 3.966  0.104
70 H 1.492 -3.893 5.636  0.068
71 H -0.258 -3.784 5.413  0.081
72 H 0.575 -2.608 6.349  0.061
73 O -1.149 3.625 0.370  -0.210
74 H -1.940 3.953 0.861  0.072
75 H -1.123 3.998 -0.523  -0.013
76 O -0.457 4.420 -2.265  -0.133
77 H 0.454 4.124 -1.932  -0.033
78 H -0.605 3.843 -3.060  0.053
79 O 1.758 1.207 -2.973  -0.149
80 H 1.952 2.125 -2.681  -0.008
81 H 0.989 1.348 -3.560  0.016
82 O -1.747 0.832 1.840  -0.116
83 H -1.034 0.187 1.901  -0.058
84 H -2.560 0.305 1.788  0.049
85 O 1.534 1.501 2.423  -0.157
86 H 1.373 2.046 3.175  0.018
87 H 0.999 0.639 2.534  -0.010
88 C -2.143 -1.837 -4.756  -0.045
89 N -1.390 -0.675 -4.959  -0.158
90 C -0.754 -0.408 -6.136  -0.099
91 C -0.506 0.913 -6.116  -0.144
92 N -0.978 1.513 -4.924  0.068
93 C -1.527 0.495 -4.300  -0.179
94 H -3.178 -1.636 -5.197  0.119
95 H -2.158 -2.145 -3.718  0.074
96 H -1.740 -2.634 -5.428  0.099
97 H -0.817 -1.109 -6.978  0.122
98 H -0.103 1.534 -6.860  0.075
99 H -1.933 0.549 -3.283  0.097
100 O 1.722 3.477 -1.226  -0.550
101 Si 3.191 4.086 -0.856  0.473
102 C 4.392 2.713 -0.094  -0.149
103 C 4.088 1.423 -0.573  -0.111
104 C 4.939 0.374 -0.296  -0.076
105 C 5.990 0.518 0.588  -0.105
106 C 6.341 1.760 1.046  -0.130
107 C 5.650 2.874 0.636  -0.083
108 C 3.981 4.831 -2.319  -0.220
109 C 5.369 4.832 -2.534  -0.095
110 C 5.905 5.465 -3.635  -0.097
111 C 5.077 6.026 -4.619  -0.090
112 C 3.686 6.006 -4.482  -0.095
113 C 3.163 5.441 -3.343  -0.066
114 C 3.183 5.320 0.562  -0.218
115 C 3.913 6.487 0.410  -0.091
116 C 3.946 7.481 1.404  -0.086
117 C 3.401 7.180 2.642  -0.103
118 C 2.669 6.009 2.796  -0.101
119 C 2.605 5.071 1.804  -0.079
120 H 3.254 1.369 -1.217  0.033
121 H 4.635 -0.549 -0.764  0.104
122 H 6.555 -0.282 0.988  0.087
123 H 7.216 1.853 1.708  0.106
124 H 5.932 3.805 1.156  0.104
125 H 5.997 4.431 -1.748  0.096
126 H 6.981 5.458 -3.705  0.093
127 H 5.551 6.411 -5.513  0.091
128 H 3.026 6.317 -5.265  0.093
129 H 2.083 5.447 -3.165  0.098
130 H 4.355 6.720 -0.582  0.103
131 H 4.382 8.408 1.209  0.074
132 H 3.326 7.949 3.422  0.099
133 H 2.178 5.855 3.733  0.091
134 H 2.044 4.180 1.956  0.085

Record 2
DFT (wB97M-V/def2-TZVPD) results for a molecular structure, C13H15F3N6PTc.

## Properties
**<S²>**: 3.7714
**Energy above the lowest of the compared OMol25 structures with the same formula, charge and spin**: 0.000 eV
**LUMO energy (alpha / beta)**: -12.0 / -13.1 eV
**M**: 441.3 Da
**DFT total energy**: -1553.61548 Ha
**HOMO energy (alpha / beta)**: -19.28 / -19.26 eV
**Multiplicity**: 4
**Max |F|**: 0.10 eV/A
**Charge**: +3

Last column: Löwdin spin population.
Element x y z (Å)
1 Tc -0.226 0.288 -0.025  2.489
2 C -0.064 -2.188 4.795  0.003
3 N -0.131 -1.105 3.793  0.032
4 C -0.282 0.228 4.104  0.004
5 C -0.311 0.920 2.938  0.012
6 N -0.154 -0.004 1.920  0.011
7 C -0.060 -1.240 2.469  0.033
8 P 0.019 -2.824 1.530  0.006
9 C -1.394 -2.422 0.431  0.024
10 N -1.563 -1.232 -0.181  0.014
11 C -2.764 -1.270 -0.860  0.011
12 C -3.304 -2.501 -0.659  0.002
13 N -2.443 -3.200 0.152  0.025
14 C -2.672 -4.581 0.619  0.002
15 C 1.319 -2.270 0.368  0.025
16 N 1.313 -1.084 -0.271  0.023
17 C 2.424 -1.056 -1.090  0.010
18 C 3.091 -2.229 -0.930  0.000
19 N 2.390 -2.972 -0.018  0.023
20 C 2.776 -4.323 0.435  0.002
21 H -0.157 -1.739 5.779  0.000
22 H 0.894 -2.697 4.721  0.001
23 H -0.886 -2.883 4.640  0.001
24 H -0.362 0.573 5.122  0.000
25 H -0.441 1.976 2.767  0.000
26 H -3.146 -0.433 -1.422  0.000
27 H -4.226 -2.928 -1.019  0.000
28 H -3.621 -4.920 0.214  0.000
29 H -2.720 -4.601 1.705  0.001
30 H -1.878 -5.229 0.255  0.001
31 H 2.667 -0.227 -1.735  0.000
32 H 3.999 -2.589 -1.387  0.000
33 H 3.740 -4.562 -0.003  0.000
34 H 2.041 -5.050 0.098  0.001
35 H 2.865 -4.337 1.519  0.001
36 F -1.514 1.575 -0.288  0.226
37 C 1.274 1.982 -0.054  0.012
38 F 1.737 2.551 0.968  0.006
39 F 1.716 2.500 -1.111  0.002

Record 3
DFT (wB97M-V/def2-TZVPD) results for a molecular structure, C4H5NO3 at a distorted geometry.

## Properties
**Energy above the lowest of the compared OMol25 structures with the same formula, charge and spin**: 6.489 eV
**LUMO energy**: -1.9 eV
**M**: 115.1 Da
**DFT total energy**: -435.68204 Ha
**HOMO energy**: -10.28 eV
**Multiplicity**: 1
**Max |F|**: 9.11 eV/A
**Charge**: 0

Last column: Löwdin charge in e.
Element x y z (Å)
1 C 1.195 -0.226 0.473  -0.178
2 C -0.173 -0.039 -0.281  -0.496
3 C -1.340 0.267 0.506  0.028
4 C 0.141 0.727 -1.601  -0.092
5 H 0.378 0.883 1.771  0.083
6 H 2.045 -0.384 -0.307  0.157
7 H 1.013 -1.429 1.025  0.204
8 H -1.008 -1.524 -1.327  0.091
9 H -2.485 -0.498 0.352  0.254
10 N 0.060 1.407 -2.543  0.171
11 O 1.386 0.881 1.392  -0.116
12 O -0.259 -1.424 -0.739  -0.071
13 O -0.952 1.360 1.278  -0.035

Record 4
DFT (wB97M-V/def2-TZVPD) results for 5 unconnected molecules or ions with the total composition C21H51BBrFN2O20P4S at a distorted geometry.

## Properties
**LUMO energy**: -1.2 eV
**M**: 917.3 Da
**DFT total energy**: -6907.44728 Ha
**HOMO energy**: -9.60 eV
**Multiplicity**: 1
**Max |F|**: 6.35 eV/A
**Structure (SMILES)**: C#C[C@]1(B(N)O)[C@@H](Br)[C@H](C[C@@H](C)F)[C@@H](N)OS1(=O)=O.COP(=O)(OC)OC.COP(=O)(OC)OC.COP(=O)(OC)OC.COP(=O)(OC)OC
**Charge**: 0

Last column: Löwdin charge in e.
Element x y z (Å)
1 C -5.365 3.791 4.130  0.159
2 C -5.324 3.627 2.951  -0.162
3 C -5.289 3.275 1.528  -0.326
4 B -6.809 2.746 1.129  -0.646
5 N -7.812 2.495 2.163  0.161
6 O -7.158 2.575 -0.171  0.116
7 C -4.183 2.184 1.394  -0.534
8 Br -4.725 0.649 0.292  0.857
9 C -2.817 2.653 0.849  -0.306
10 C -1.666 1.865 1.482  -0.107
11 C -1.510 2.017 3.007  -0.370
12 C -0.074 2.228 3.443  -0.025
13 F -2.332 2.997 3.553  -0.007
14 C -2.598 4.179 0.851  -0.374
15 N -1.311 4.510 0.312  0.111
16 O -3.561 4.755 -0.084  -0.151
17 S -4.977 4.849 0.630  0.661
18 O -5.965 5.091 -0.364  -0.229
19 O -4.932 5.875 1.624  -0.248
20 H -5.140 3.745 5.167  0.047
21 H -7.471 1.869 2.883  0.076
22 H -8.090 3.375 2.585  0.087
23 H -7.287 1.650 -0.396  0.089
24 H -4.030 1.769 2.380  0.091
25 H -2.809 2.374 -0.208  0.114
26 H -0.711 2.140 1.037  0.105
27 H -1.793 0.807 1.254  0.114
28 H -1.807 1.072 3.470  0.142
29 H 0.342 3.155 3.052  0.083
30 H -0.051 2.229 4.530  0.085
31 H 0.504 1.379 3.084  0.066
32 H -2.724 4.636 1.829  0.149
33 H -1.011 3.798 -0.338  0.086
34 H -0.628 4.640 1.042  0.088
35 C 0.519 -5.753 3.996  -0.093
36 O 0.703 -5.207 5.309  -0.269
37 P 0.367 -3.625 5.461  0.508
38 O -0.900 -3.483 4.708  -0.243
39 O 1.668 -3.104 4.642  -0.274
40 C 2.965 -3.616 4.979  -0.100
41 O 0.357 -2.276 6.379  -0.218
42 C -0.668 -2.167 7.390  -0.095
43 H 1.131 -6.653 3.945  0.094
44 H -0.524 -6.017 3.848  0.092
45 H 0.838 -5.055 3.224  0.085
46 H 3.303 -4.286 4.187  0.086
47 H 2.964 -4.162 5.921  0.084
48 H 3.655 -2.778 5.057  0.089
49 H -0.718 -3.064 8.004  0.085
50 H -1.633 -1.989 6.918  0.087
51 H -0.414 -1.321 8.022  0.087
52 C 4.041 -4.872 -1.232  -0.097
53 O 3.990 -4.193 0.027  -0.276
54 P 3.281 -2.724 0.005  0.551
55 O 2.080 -2.955 -0.833  -0.242
56 O 4.505 -2.013 -0.793  -0.284
57 C 5.847 -2.185 -0.315  -0.098
58 O 2.923 -1.286 0.694  -0.211
59 C 1.813 -1.196 1.610  -0.075
60 H 4.847 -5.600 -1.160  0.093
61 H 3.102 -5.390 -1.412  0.091
62 H 4.249 -4.182 -2.049  0.090
63 H 6.392 -2.834 -1.001  0.092
64 H 5.880 -2.623 0.681  0.084
65 H 6.331 -1.210 -0.288  0.085
66 H 1.857 -1.970 2.373  0.071
67 H 0.874 -1.271 1.062  0.090
68 H 1.868 -0.224 2.093  0.074
69 C -1.764 0.380 -3.022  -0.114
70 O -1.193 -0.197 -4.199  -0.263
71 P -1.686 -1.723 -4.478  0.472
72 O -3.144 -1.737 -4.261  -0.234
73 O -0.864 -2.367 -3.246  -0.241
74 C 0.510 -1.997 -3.038  -0.108
75 O -1.376 -2.990 -5.438  -0.208
76 C -1.903 -2.950 -6.781  -0.096
77 H -1.102 1.185 -2.703  0.088
78 H -2.744 0.795 -3.250  0.090
79 H -1.849 -0.354 -2.222  0.084
80 H 0.581 -1.351 -2.165  0.076
81 H 0.925 -1.475 -3.902  0.083
82 H 1.083 -2.896 -2.854  0.068
83 H -1.663 -2.009 -7.274  0.084
84 H -2.983 -3.088 -6.758  0.087
85 H -1.448 -3.765 -7.335  0.085
86 C 1.902 3.461 -5.359  -0.095
87 O 2.495 2.203 -5.018  -0.267
88 P 3.823 2.288 -4.101  0.462
89 O 3.550 3.282 -3.047  -0.236
90 O 4.798 2.861 -5.262  -0.246
91 C 4.771 2.280 -6.569  -0.108
92 O 4.988 1.333 -3.515  -0.199
93 C 4.649 0.510 -2.375  -0.087
94 H 1.304 3.291 -6.253  0.093
95 H 1.256 3.797 -4.552  0.089
96 H 2.659 4.215 -5.567  0.090
97 H 4.299 2.976 -7.262  0.086
98 H 4.225 1.337 -6.593  0.082
99 H 5.797 2.102 -6.886  0.087
100 H 3.723 -0.035 -2.546  0.083
101 H 4.552 1.133 -1.486  0.095
102 H 5.452 -0.201 -2.226  0.068